Below is the ion CH8N3S with charge +1, with properties calculated with wB97M-V/def2-TZVPD.

Properties
SMILES string: NNSC[NH3+]
Kohn-Sham gap: 10.14 eV
E_LUMO: -3.72 eV
multiplicity: 1
charge: +1
HOMO: -13.9 eV
energy relative to the best compared isomer or geometry (same formula, charge and spin): 311.6 kJ/mol
total energy: -605.018434 Eh

Geometry as XYZ:
```
13
Properties=species:S:1:pos:R:3:lowdin_charge:R:1
N 0.280 -1.552 -0.373 -0.117
N -0.806 -1.329 0.467 -0.305
S -1.766 0.192 -0.301 0.907
C -0.501 1.135 0.474 -0.528
N 0.775 1.292 -0.377 0.125
H 0.056 -2.262 -1.107 0.128
H 0.999 -1.828 0.272 0.098
H -1.319 -2.186 0.424 0.068
H -0.348 0.706 1.487 0.099
H -0.662 2.179 0.798 0.101
H 0.690 1.742 -1.260 0.140
H 1.624 1.671 0.030 0.161
H 0.978 0.241 -0.534 0.123
```